1.
{
  "formula": "C18H58N3O10",
  "method": "ωB97M-V with the def2-TZVPD basis set",
  "elements": ["N", "H", "H", "H", "H", "C", "O", "H", "H", "H", "H", "C", "O", "H", "H", "H", "H", "C", "O", "H", "H", "H", "H", "C", "O", "H", "H", "H", "H", "C", "O", "H", "H", "H", "H", "C", "O", "H", "H", "H", "H", "C", "O", "C", "C", "N", "C", "C", "O", "C", "H", "H", "H", "H", "H", "H", "H", "H", "H", "H", "H", "H", "H", "H", "H", "C", "O", "C", "C", "N", "C", "C", "O", "C", "H", "H", "H", "H", "H", "H", "H", "H", "H", "H", "H", "H", "H", "H", "H"],
  "positions_angstrom": [[-14.500, -52.325, 48.681], [-14.372, -51.562, 48.105], [-13.839, -52.180, 49.495], [-14.167, -53.132, 48.158], [-15.409, -52.486, 48.999], [-14.679, -51.480, 44.802], [-13.806, -51.993, 45.796], [-14.070, -51.215, 44.064], [-15.137, -50.554, 45.187], [-15.548, -52.161, 44.524], [-13.031, -51.587, 45.491], [-14.776, -48.571, 48.037], [-15.856, -49.411, 48.381], [-13.887, -49.104, 48.202], [-14.821, -47.883, 48.913], [-14.658, -48.079, 47.311], [-16.457, -48.918, 49.026], [-12.420, -51.395, 52.052], [-13.400, -50.525, 51.397], [-12.702, -52.442, 51.925], [-12.509, -51.187, 53.115], [-11.291, -51.184, 51.968], [-13.326, -49.504, 51.570], [-18.552, -53.888, 50.514], [-18.055, -52.930, 49.467], [-19.498, -54.281, 50.168], [-18.719, -53.389, 51.478], [-17.722, -54.649, 50.830], [-18.720, -52.185, 49.345], [-10.806, -52.188, 48.083], [-11.780, -51.129, 48.216], [-9.690, -51.861, 48.144], [-11.053, -52.681, 47.148], [-10.971, -53.116, 48.726], [-11.336, -50.305, 48.618], [-14.314, -54.805, 51.710], [-15.152, -53.595, 51.615], [-13.344, -54.567, 52.212], [-14.081, -55.204, 50.772], [-14.548, -55.660, 52.072], [-15.288, -53.046, 52.433], [-19.860, -53.005, 44.303], [-18.572, -53.222, 44.621], [-18.338, -53.878, 45.929], [-16.861, -54.049, 46.223], [-16.683, -54.546, 47.550], [-16.857, -56.013, 47.687], [-16.362, -56.555, 49.093], [-16.315, -57.989, 48.762], [-15.304, -58.589, 49.516], [-20.338, -52.059, 44.914], [-20.579, -53.818, 44.524], [-19.835, -52.589, 43.344], [-18.734, -54.820, 45.899], [-18.857, -53.239, 46.638], [-16.256, -53.062, 46.455], [-16.337, -54.577, 45.435], [-17.173, -53.940, 48.170], [-16.261, -56.732, 47.024], [-17.807, -56.304, 47.541], [-17.116, -56.329, 49.618], [-15.519, -55.919, 49.318], [-14.414, -58.573, 48.992], [-15.286, -59.700, 49.574], [-15.184, -58.190, 50.466], [-12.963, -55.515, 47.144], [-12.535, -55.257, 48.415], [-11.453, -56.019, 48.789], [-10.819, -55.769, 50.205], [-9.922, -56.836, 50.644], [-9.559, -56.641, 52.090], [-8.573, -57.612, 52.547], [-8.294, -57.329, 53.920], [-7.391, -58.153, 54.531], [-12.207, -55.131, 46.502], [-13.904, -55.292, 46.993], [-12.955, -56.551, 46.837], [-10.689, -56.033, 47.941], [-11.707, -57.120, 48.893], [-11.745, -55.709, 50.812], [-10.245, -54.721, 50.205], [-9.259, -56.987, 49.895], [-10.672, -56.760, 52.587], [-9.186, -55.633, 52.296], [-7.666, -57.251, 51.805], [-8.590, -58.664, 52.444], [-6.455, -58.240, 53.979], [-7.877, -59.019, 54.611], [-7.306, -57.913, 55.519]],
  "atomic_forces_ev_per_a": [[3.217, -1.750, 2.085], [-0.108, 2.372, -1.799], [-1.001, -0.133, -0.780], [-0.099, -0.305, -0.069], [-2.086, -0.144, 0.667], [-4.108, -0.529, 2.738], [-1.421, -1.124, 0.883], [1.797, 0.899, -3.923], [-0.112, -0.180, -0.130], [1.520, 0.596, 0.249], [2.264, 0.404, 0.298], [-1.259, -4.732, 13.464], [-2.346, -0.041, 0.121], [1.409, -1.099, 0.096], [0.924, 0.362, -0.823], [0.057, 6.502, -11.213], [1.316, -1.130, -1.669], [0.702, 1.860, 1.521], [0.764, 1.538, -0.292], [0.120, 0.346, -0.579], [-0.303, -0.300, 0.422], [-1.667, -0.288, -1.117], [0.388, -3.262, -0.083], [1.649, 0.623, 0.382], [-1.226, 0.301, 1.247], [0.086, -0.639, -0.028], [-0.105, 0.340, -0.413], [-1.540, 1.291, -1.432], [1.145, -1.602, 0.449], [0.853, -1.078, 0.224], [1.524, 1.431, 1.290], [-2.135, -0.446, -0.203], [0.526, 0.424, -0.730], [0.111, 1.731, 0.278], [-1.021, -2.119, -0.846], [3.013, 6.706, -0.646], [0.022, -0.958, 0.248], [-0.587, 0.076, -0.434], [0.450, 0.749, -2.329], [-3.462, -5.069, 3.891], [0.623, -1.469, -0.846], [-2.914, 2.578, 2.714], [2.854, -1.601, 1.828], [0.674, 3.399, -2.107], [1.200, 3.624, 0.943], [1.763, -3.215, -0.465], [4.060, 0.331, 1.210], [2.607, -1.388, -7.555], [0.226, 1.487, 1.637], [-0.219, -2.549, -0.823], [1.005, -1.901, -0.781], [0.488, 0.034, -0.649], [-0.530, -0.096, -1.860], [-1.476, -2.504, -0.031], [0.109, -0.123, 0.547], [-1.580, -1.002, -1.876], [0.091, -0.334, 0.065], [-0.748, -0.235, 0.819], [-0.342, 1.970, 0.047], [-3.677, -1.093, -0.337], [-5.396, 0.951, 5.191], [1.042, -0.876, 0.309], [2.464, 1.172, -1.149], [-1.530, 0.428, 0.256], [0.097, 0.727, 1.892], [4.345, -2.329, -0.730], [-0.715, 0.880, 2.691], [2.589, -3.040, -0.054], [0.047, 2.288, -1.094], [-1.494, 0.719, 0.121], [-4.671, -0.336, -1.127], [4.258, 1.774, 0.051], [-1.246, 2.362, -1.601], [1.225, 0.868, -2.151], [0.122, 1.070, -1.308], [-4.708, 2.257, -0.714], [0.183, -1.062, 0.593], [-0.483, 0.362, 0.963], [-0.262, 0.898, -0.398], [0.837, 0.111, 0.350], [-1.365, -1.757, 0.209], [0.812, -0.013, 0.762], [2.845, 0.342, -0.648], [-0.069, -0.063, 0.089], [-1.127, -1.125, 1.857], [-1.087, -1.155, -0.589], [0.248, 0.018, 0.239], [-1.292, -4.511, -0.063], [0.844, 1.509, 2.553]],
  "lowdin_charge": [0.3682, 0.0512, 0.1417, 0.1095, 0.0840, -0.1189, -0.1194, 0.0374, 0.0893, 0.1013, 0.0465, -0.1119, -0.1308, 0.0589, 0.1151, -0.0299, 0.1241, -0.1399, -0.1904, 0.0472, 0.0663, 0.1051, 0.1404, -0.0791, -0.1970, 0.0754, 0.0718, 0.0991, 0.1192, -0.1400, -0.1773, 0.1207, 0.0566, 0.0616, 0.1256, -0.1019, -0.1329, 0.0913, 0.0331, 0.0104, 0.1130, -0.1892, -0.1894, -0.1405, -0.2135, -0.0763, -0.1439, -0.1386, -0.1496, -0.1199, 0.1258, 0.0950, 0.0628, 0.0929, 0.1203, 0.1269, 0.1278, 0.0401, 0.1506, 0.0687, 0.0224, 0.1046, 0.0513, 0.1085, 0.0636, -0.1138, -0.1981, -0.2581, -0.2274, -0.0837, -0.2231, -0.2348, -0.1763, -0.1171, 0.0913, 0.0252, 0.1034, 0.1406, 0.1355, 0.0921, 0.1389, 0.1120, 0.1710, 0.1162, 0.1707, 0.1109, 0.1094, 0.0498, 0.0707],
  "lumo_energy_ev": -2.1,
  "homo_ev": -10.90,
  "charge": 1,
  "relative_energy_kcal_mol": 0.0,
  "gap_ev": 8.78
}

=====

2.
{
  "formula": "C4H6O2",
  "method": "ωB97M-V with the def2-TZVPD basis set",
  "elements": ["O", "C", "C", "C", "O", "C", "H", "H", "H", "H", "H", "H"],
  "positions_angstrom": [[0.983, -0.206, -1.115], [0.697, 0.339, 0.113], [-0.760, 0.088, 0.414], [-1.138, -0.845, -0.740], [0.104, -1.345, -1.216], [1.637, 0.948, 0.818], [-1.343, 1.014, 0.399], [-0.871, -0.375, 1.397], [-1.718, -1.723, -0.446], [-1.666, -0.318, -1.543], [2.664, 0.993, 0.473], [1.396, 1.420, 1.762]],
  "atomic_forces_ev_per_a": [[0.023, -0.068, -0.079], [0.072, 0.022, 0.128], [-0.025, 0.008, 0.089], [-0.202, 0.013, 0.005], [0.046, 0.001, -0.034], [0.025, 0.050, 0.067], [0.109, -0.131, 0.001], [-0.013, 0.007, -0.135], [0.086, 0.120, 0.022], [0.095, 0.016, 0.082], [-0.162, -0.032, -0.022], [-0.053, -0.007, -0.124]],
  "lowdin_charge": [-0.0058, -0.3649, -0.0885, -0.1778, -0.0660, 0.0745, 0.1226, 0.1220, 0.1287, 0.1215, 0.0690, 0.0649],
  "lumo_energy_ev": 1.0,
  "homo_ev": -9.13,
  "charge": 0,
  "relative_energy_kcal_mol": 86.1,
  "gap_ev": 10.14
}

=====

3.
{
  "formula": "C35H34BF3O3",
  "method": "ωB97M-V with the def2-TZVPD basis set",
  "elements": ["C", "C", "C", "C", "O", "B", "C", "C", "C", "C", "C", "F", "F", "F", "C", "C", "C", "C", "C", "C", "C", "C", "C", "C", "O", "C", "H", "H", "H", "H", "H", "H", "H", "H", "H", "H", "H", "H", "H", "H", "H", "H", "H", "H", "H", "H", "H", "H", "H", "C", "C", "C", "C", "C", "O", "C", "C", "C", "C", "C", "C", "C", "C", "C", "C", "H", "H", "H", "H", "H", "H", "H", "H", "H", "H", "H"],
  "positions_angstrom": [[-2.091, 4.515, 1.290], [-0.585, 4.729, 1.488], [-0.349, 6.068, 2.151], [-0.057, 3.655, 2.470], [0.202, 2.400, 1.776], [0.875, 2.605, 0.564], [2.386, 2.360, 0.531], [3.016, 1.795, 1.662], [4.393, 1.926, 1.835], [5.128, 2.537, 0.826], [6.600, 2.778, 1.073], [7.212, 3.425, 0.054], [6.773, 3.530, 2.213], [7.282, 1.600, 1.268], [4.563, 2.948, -0.367], [3.184, 2.826, -0.527], [-0.260, 0.400, -0.602], [-1.610, 0.926, -0.404], [0.461, -0.442, 0.257], [1.655, -1.108, -0.200], [2.276, -2.037, 0.604], [1.821, -2.264, 1.905], [0.696, -1.592, 2.396], [0.036, -0.674, 1.603], [0.288, 3.393, -0.431], [0.087, 4.744, 0.092], [-2.301, 3.551, 0.790], [-2.587, 4.538, 2.272], [-2.478, 5.340, 0.672], [0.728, 6.223, 2.303], [-0.750, 6.866, 1.515], [-0.856, 6.080, 3.126], [0.879, 3.961, 2.969], [-0.818, 3.471, 3.245], [2.417, 1.262, 2.401], [4.883, 1.598, 2.750], [5.185, 3.399, -1.140], [2.718, 3.105, -1.480], [0.250, 0.766, -1.496], [-1.700, 1.809, -1.061], [-2.414, 0.198, -0.676], [-1.807, 1.240, 0.641], [2.011, -0.847, -1.199], [3.139, -2.577, 0.207], [2.305, -3.035, 2.508], [0.353, -1.782, 3.409], [-0.803, -0.091, 1.985], [-0.568, 5.267, -0.616], [1.067, 5.249, 0.113], [-5.792, -5.597, 0.795], [-5.810, -4.199, 0.651], [-4.804, -3.541, -0.055], [-3.742, -4.263, -0.661], [-2.657, -3.579, -1.301], [-1.725, -4.435, -1.775], [-0.735, -3.981, -2.617], [-0.537, -2.604, -2.821], [0.392, -2.233, -3.833], [1.013, -3.212, -4.598], [0.777, -4.576, -4.355], [-0.087, -4.968, -3.343], [-1.345, -1.720, -2.080], [-2.440, -2.201, -1.367], [-3.768, -5.685, -0.555], [-4.767, -6.323, 0.167], [-6.563, -6.100, 1.355], [-6.630, -3.620, 1.092], [-4.803, -2.454, -0.160], [0.558, -1.168, -4.012], [1.715, -2.923, -5.376], [1.284, -5.344, -4.954], [-0.272, -6.011, -3.096], [-1.187, -0.650, -2.225], [-3.148, -1.552, -0.851], [-2.991, -6.275, -1.036], [-4.772, -7.420, 0.246]],
  "atomic_forces_ev_per_a": [[0.004, -0.092, -0.052], [-0.239, -0.128, 0.056], [0.035, 0.253, 0.022], [0.187, -0.679, -1.001], [0.026, 0.886, 0.181], [-1.085, -0.032, 0.082], [1.135, -1.022, -0.207], [0.333, 0.308, -0.160], [-0.563, -0.094, -0.149], [0.854, 0.197, 0.180], [0.208, -0.249, 0.402], [-0.220, -0.305, 0.671], [0.121, -0.611, -0.967], [-0.437, 1.037, -0.076], [-0.338, -0.013, -0.251], [-0.050, 0.114, 0.123], [0.602, -0.428, -0.827], [-1.006, 0.730, 0.207], [0.761, -0.620, 0.841], [-0.916, 0.619, 0.320], [0.289, 0.220, -0.179], [-0.143, -0.652, 0.181], [0.405, -0.002, -0.118], [-0.066, -0.026, -0.703], [0.053, 0.855, 0.626], [0.071, -0.999, 0.144], [0.078, 0.459, 0.243], [-0.029, -0.043, -0.358], [-0.101, -0.301, 0.159], [-0.263, 0.134, 0.022], [0.086, 0.051, 0.269], [0.118, 0.218, -0.174], [-0.233, 0.024, -0.197], [0.290, -0.010, -0.265], [0.051, 0.367, -0.071], [-0.082, -0.060, -0.228], [-0.182, -0.215, 0.166], [0.098, 0.140, 0.521], [0.040, -0.272, 0.109], [-0.343, -0.309, 0.435], [0.448, 0.615, 0.159], [0.056, -0.090, -0.491], [0.016, -0.286, 0.205], [-0.203, 0.142, 0.271], [-0.099, 0.312, -0.078], [0.063, 0.040, -0.102], [0.192, -0.299, -0.035], [0.203, -0.077, 0.165], [-0.203, -0.084, 0.063], [0.752, 0.622, -0.700], [-0.021, -0.134, 0.016], [0.439, -0.401, -0.261], [-1.535, -0.924, 1.117], [1.096, 1.443, 0.323], [0.278, 0.161, -0.538], [-0.463, -0.019, -0.158], [0.759, -1.068, -0.483], [-0.281, -0.281, 0.307], [0.007, 0.160, 0.219], [0.222, -0.139, 0.058], [0.328, 0.145, -0.091], [-0.242, 2.078, -0.289], [-0.465, -1.470, 0.452], [0.059, 0.750, -0.061], [-0.476, -0.194, 0.263], [-0.067, -0.058, 0.042], [0.393, -0.210, -0.143], [-0.243, -0.366, 0.173], [0.031, -0.368, 0.022], [-0.158, -0.029, 0.090], [-0.219, 0.444, 0.262], [-0.026, 0.198, -0.182], [-0.457, -0.598, -0.214], [0.330, -0.235, -0.444], [-0.161, 0.174, 0.154], [0.098, 0.593, -0.069]],
  "lowdin_charge": [-0.0325, -0.5234, -0.0548, -0.0872, 0.0367, -0.6627, -0.0628, 0.0143, 0.0046, -0.1355, -0.5194, 0.1206, 0.1092, 0.1109, -0.0065, 0.0021, -0.1751, -0.1102, -0.2638, -0.0479, -0.1088, -0.1159, -0.1011, -0.0420, 0.0422, -0.0854, 0.0846, 0.0902, 0.0897, 0.0926, 0.0934, 0.0952, 0.1368, 0.1373, 0.1245, 0.1269, 0.1204, 0.1260, 0.1163, 0.0924, 0.0613, 0.0794, 0.1092, 0.1023, 0.0921, 0.0989, 0.1039, 0.1356, 0.1360, -0.0766, -0.0771, -0.0172, -0.1392, -0.1735, 0.0748, -0.1578, -0.1409, -0.0048, -0.0792, -0.0679, 0.0049, -0.0081, 0.0212, -0.0077, -0.0803, 0.0969, 0.1068, 0.1060, 0.1215, 0.1036, 0.1119, 0.1256, 0.0857, 0.0974, 0.1135, 0.1097],
  "lumo_energy_ev": -1.6,
  "homo_ev": -5.37,
  "charge": 0,
  "gap_ev": 3.77
}